Arrangement a

# C18H36O18

6 unconnected molecules or ions with the total composition C18H36O18 (ωB97M-V with the def2-TZVPD basis set, the Open Molecules 2025 dataset).

Last column: Mulliken charge in e.
Cartesian coordinates (Å):
C  -8.1008  -25.8443  -3.4479  -0.678
O  -7.7479  -25.3680  -4.7932  -0.286
C  -8.0172  -24.0817  -5.1222  0.703
O  -8.4968  -23.2838  -4.3757  -0.510
O  -7.4622  -23.9568  -6.4065  -0.280
C  -7.4371  -22.7166  -7.0540  -0.642
H  -9.1302  -25.8590  -3.0898  0.300
H  -7.5130  -25.3894  -2.6507  0.304
H  -7.8034  -26.8927  -3.4279  0.264
H  -7.2895  -23.0112  -8.0930  0.239
H  -6.5786  -22.0812  -6.8365  0.281
H  -8.3636  -22.1513  -6.9538  0.304
C  0.3329  -44.1994  -11.8342  -0.643
O  -0.0714  -43.8441  -10.5014  -0.297
C  -1.1913  -44.3275  -9.9765  0.814
O  -1.9039  -45.1955  -10.5146  -0.613
O  -1.4101  -43.7394  -8.8318  -0.292
C  -2.5415  -43.7677  -7.9413  -0.605
H  -0.1370  -45.1287  -12.1562  0.327
H  1.4159  -44.2405  -11.9499  0.225
H  -0.0369  -43.4030  -12.4800  0.268
H  -2.3384  -44.4512  -7.1169  0.254
H  -3.4582  -44.0122  -8.4779  0.325
H  -2.6902  -42.7349  -7.6262  0.237
C  5.3578  -40.3573  -3.4846  -0.613
O  5.0725  -40.4772  -4.7908  -0.307
C  3.8972  -39.9379  -5.2863  0.778
O  3.0546  -39.3768  -4.5901  -0.550
O  3.8691  -40.0435  -6.6071  -0.290
C  2.7171  -39.4984  -7.2831  -0.625
H  6.3660  -40.7252  -3.2942  0.210
H  4.6596  -41.0407  -3.0013  0.280
H  5.3942  -39.2913  -3.2603  0.292
H  1.7792  -39.8767  -6.8766  0.287
H  2.9264  -39.6480  -8.3423  0.232
H  2.6989  -38.4118  -7.1982  0.305
C  -14.5238  -23.8736  -7.9017  -0.555
O  -13.6808  -24.9586  -7.4350  -0.308
C  -12.9697  -25.8340  -8.2312  0.765
O  -12.5822  -26.9239  -7.8242  -0.544
O  -12.8598  -25.4529  -9.5659  -0.326
C  -12.3324  -26.3744  -10.5134  -0.660
H  -15.2272  -24.2150  -8.6612  0.285
H  -13.8221  -23.2422  -8.4466  0.275
H  -14.9598  -23.3118  -7.0756  0.233
H  -11.7167  -27.1228  -10.0145  0.322
H  -11.6774  -25.8129  -11.1795  0.248
H  -13.0117  -26.9071  -11.1789  0.266
C  -9.0314  -32.9784  1.6358  -0.712
O  -8.4216  -33.7546  0.5990  -0.282
C  -7.2638  -33.2888  0.1158  0.797
O  -6.5305  -32.3813  0.5161  -0.570
O  -7.0038  -34.1008  -0.9274  -0.295
C  -5.7679  -33.9842  -1.5572  -0.672
H  -8.9377  -33.4139  2.6306  0.273
H  -10.0971  -32.8100  1.4814  0.295
H  -8.7738  -31.9195  1.6544  0.319
H  -5.6765  -33.1798  -2.2870  0.280
H  -5.5643  -34.9365  -2.0470  0.251
H  -4.9285  -33.7658  -0.8970  0.316
C  -5.8300  -31.6826  -7.9439  -0.608
O  -4.8823  -32.7408  -8.1286  -0.314
C  -5.3771  -33.8418  -8.6932  0.820
O  -6.4251  -33.8538  -9.3390  -0.584
O  -4.6380  -34.8606  -8.2676  -0.305
C  -4.8279  -36.2025  -8.6950  -0.609
H  -5.2352  -30.7931  -8.1516  0.229
H  -6.1797  -31.7545  -6.9140  0.246
H  -6.6423  -31.6394  -8.6694  0.320
H  -4.0183  -36.8868  -8.4411  0.225
H  -5.1527  -36.1886  -9.7354  0.302
H  -5.6858  -36.5538  -8.1216  0.278

Its multiplicity is 1. The value obtained for the orbital gap is 10.97 eV.

Arrangement b

# C18H36O18

6 unconnected molecules or ions with the total composition C18H36O18 (ωB97M-V with the def2-TZVPD basis set, the Open Molecules 2025 dataset).

Last column: Mulliken charge in e.
Cartesian coordinates (Å):
C  8.0180  12.2226  -3.5337  -0.648
O  8.1811  13.2696  -4.4719  -0.290
C  7.4203  14.3585  -4.3344  0.768
O  6.5451  14.4438  -3.4186  -0.582
O  7.9673  15.3271  -5.1190  -0.271
C  7.6518  16.6429  -4.8237  -0.677
H  7.1548  11.6255  -3.8277  0.290
H  7.9761  12.5704  -2.5016  0.306
H  8.8275  11.4980  -3.6216  0.243
H  8.4339  17.2650  -5.2589  0.248
H  7.5963  16.9060  -3.7674  0.319
H  6.7486  16.9889  -5.3263  0.295
C  14.3145  23.0040  10.5820  -0.663
O  15.4256  22.1556  10.5686  -0.295
C  15.3117  20.8886  11.1884  0.757
O  14.2683  20.5013  11.7416  -0.559
O  16.3828  20.1992  10.8462  -0.281
C  16.4075  18.8280  11.1340  -0.638
H  13.7230  23.1470  11.4863  0.298
H  13.6175  22.7229  9.7925  0.290
H  14.6672  23.9899  10.2793  0.258
H  15.9382  18.5221  12.0690  0.316
H  17.4502  18.5116  11.1616  0.227
H  15.8693  18.3710  10.3036  0.289
C  23.5880  25.8084  0.6210  -0.612
O  22.3543  26.2339  0.9789  -0.293
C  21.2896  26.3290  0.1329  0.757
O  21.1849  25.7739  -0.9468  -0.546
O  20.3189  27.0874  0.6570  -0.290
C  19.0775  27.1580  0.0519  -0.631
H  23.3511  24.7445  0.6164  0.290
H  24.2786  26.0525  1.4282  0.215
H  24.0350  26.1662  -0.3065  0.293
H  18.7602  26.1463  -0.2009  0.293
H  19.1375  27.6703  -0.9083  0.280
H  18.2471  27.5729  0.6233  0.245
C  9.1621  29.2624  6.8474  -0.591
O  9.3937  30.5808  7.3221  -0.290
C  10.5759  30.9327  8.0216  0.716
O  11.4080  30.1285  8.4210  -0.544
O  10.5190  32.1948  8.3843  -0.272
C  11.7023  32.9222  8.6893  -0.626
H  9.8567  29.0068  6.0473  0.271
H  8.1453  29.2695  6.4549  0.215
H  9.2594  28.5283  7.6472  0.293
H  12.4847  32.7273  7.9558  0.313
H  12.0291  32.8105  9.7231  0.277
H  11.4175  33.9707  8.6018  0.237
C  14.1052  20.2242  -6.3983  -0.635
O  13.6952  19.0203  -5.7920  -0.306
C  14.0956  17.8611  -6.2803  0.746
O  14.6495  17.8017  -7.3654  -0.549
O  13.9858  16.7683  -5.3626  -0.302
C  14.2301  15.4849  -5.8679  -0.613
H  14.0234  20.2687  -7.4843  0.300
H  15.1022  20.4198  -6.0036  0.300
H  13.4724  21.0171  -5.9996  0.230
H  15.1467  15.4694  -6.4575  0.291
H  13.5246  15.5087  -6.6985  0.278
H  14.0566  14.5863  -5.2758  0.259
C  12.6791  21.0193  1.2214  -0.576
O  12.9123  22.4533  1.4251  -0.304
C  13.1574  23.0082  2.6808  0.786
O  13.0717  22.3839  3.7600  -0.576
O  13.5467  24.3345  2.5444  -0.296
C  14.1517  25.0516  3.6281  -0.583
H  13.3206  20.6146  0.4387  0.232
H  11.6492  20.9319  0.8753  0.228
H  12.9248  20.4952  2.1450  0.314
H  13.7349  24.5429  4.4973  0.318
H  13.8094  26.0861  3.6527  0.215
H  15.2280  24.8955  3.5540  0.241

Its multiplicity is 1. The value obtained for the orbital gap is 11.24 eV.

Most stable to least stable: arrangement a, arrangement b

Arrangement a

# C15H21N3O2S

A single C15H21N3O2S molecule (ωB97M-V with the def2-TZVPD basis set, the Open Molecules 2025 dataset).

Last column: Mulliken charge in e.
Cartesian coordinates (Å):
C  -6.2989  -2.6491  -1.4227  -1.088
C  -7.0960  -1.8672  -0.3887  -0.245
O  -6.2366  -1.1093  0.4658  -0.347
C  -5.8345  0.0864  0.0260  0.567
O  -6.1723  0.5707  -1.0217  -0.587
C  -4.8841  0.7311  1.0085  -0.534
C  -3.4534  0.6158  0.4727  -0.532
C  -2.4475  1.2984  1.4066  -1.194
C  -1.0577  1.1687  0.8562  0.703
C  -0.2741  0.0598  1.1568  -0.609
C  0.9883  -0.0806  0.6202  -0.723
C  1.5085  0.8831  -0.2458  0.680
C  2.8553  0.7217  -0.7964  0.768
C  3.1994  1.3480  -2.1209  -1.809
N  3.6729  0.0374  -0.0872  -0.367
N  4.9437  -0.1712  -0.4641  -0.081
C  5.7905  -0.8937  0.3177  0.209
N  5.2744  -1.3932  1.4520  -0.310
S  7.3486  -1.1258  -0.1677  -0.427
C  0.7223  1.9948  -0.5461  -0.670
C  -0.5393  2.1312  -0.0006  -0.683
H  -5.5756  -3.2953  -0.9311  0.288
H  -5.7711  -1.9624  -2.0801  0.306
H  -6.9728  -3.2582  -2.0180  0.375
H  -7.7920  -1.1832  -0.8851  0.324
H  -7.6422  -2.5371  0.2784  0.297
H  -5.1512  1.7839  1.1100  0.343
H  -4.9711  0.2331  1.9738  0.303
H  -3.1881  -0.4383  0.3657  0.339
H  -3.4041  1.0769  -0.5157  0.332
H  -2.5023  0.8338  2.3932  0.402
H  -2.7113  2.3528  1.5080  0.409
H  -0.6611  -0.7000  1.8209  0.391
H  1.5887  -0.9466  0.8513  0.420
H  2.2996  1.6134  -2.6662  0.440
H  3.8027  2.2456  -1.9757  0.368
H  3.7711  0.6487  -2.7321  0.493
H  5.3325  0.1984  -1.3286  0.207
H  5.8810  -1.8612  2.1000  0.195
H  4.3385  -1.1233  1.7097  0.249
H  1.1043  2.7746  -1.1876  0.409
H  -1.1307  3.0034  -0.2401  0.389

Its multiplicity is 1. The value obtained for the orbital gap is 8.32 eV.

Arrangement b

# C15H21N3O2S

A single C15H21N3O2S molecule (ωB97M-V with the def2-TZVPD basis set, the Open Molecules 2025 dataset).

Last column: Mulliken charge in e.
Cartesian coordinates (Å):
C  -5.6815  -1.9752  -0.1970  -1.256
C  -4.4703  -1.4945  0.5902  -0.305
C  -3.9407  -0.1691  0.0546  -0.454
O  -2.8167  0.2002  0.8288  -0.338
C  -2.2398  1.4318  0.4856  -0.723
C  -1.3917  1.3991  -0.8059  -0.214
O  -0.6293  2.5782  -0.9168  -0.600
C  -0.5227  0.1344  -0.8993  -0.510
C  0.2994  -0.1403  0.3681  -0.285
C  1.2772  -1.2292  0.1227  -0.117
N  0.9665  -2.4782  -0.0023  -0.717
N  2.1336  -3.1314  -0.2031  0.083
C  3.2000  -2.2917  -0.1916  0.039
S  4.7742  -2.6905  -0.4039  -0.410
N  2.6384  -1.0443  0.0125  0.313
C  3.3630  0.1613  0.1130  0.242
C  4.4353  0.2414  0.9929  -0.379
C  5.1530  1.4195  1.0879  -0.640
C  4.8013  2.5164  0.3191  -0.441
C  3.7335  2.4319  -0.5587  -0.808
C  3.0160  1.2547  -0.6719  -0.062
H  -6.4894  -1.2493  -0.1391  0.327
H  -5.4252  -2.1197  -1.2441  0.340
H  -6.0392  -2.9203  0.2027  0.369
H  -3.6682  -2.2319  0.5357  0.272
H  -4.7311  -1.3642  1.6412  0.281
H  -4.7144  0.6111  0.1261  0.338
H  -3.6654  -0.2771  -1.0042  0.261
H  -1.5936  1.6963  1.3296  0.382
H  -3.0074  2.2131  0.3860  0.370
H  -2.0504  1.4252  -1.6810  0.379
H  -0.0359  2.6434  -0.1593  0.391
H  0.1377  0.2537  -1.7614  0.396
H  -1.1606  -0.7290  -1.0831  0.423
H  0.8401  0.7522  0.6908  0.439
H  -0.3834  -0.4569  1.1575  0.325
H  2.1640  -4.1292  -0.3264  0.188
H  4.7052  -0.6172  1.5869  0.471
H  5.9896  1.4789  1.7671  0.376
H  5.3630  3.4347  0.3981  0.395
H  3.4608  3.2802  -1.1682  0.414
H  2.2049  1.1817  -1.3799  0.445

Its multiplicity is 1. The value obtained for the orbital gap is 8.51 eV.

Most stable to least stable: arrangement a, arrangement b

Arrangement a

# C4H6

A single C4H6 molecule (ωB97M-V with the def2-TZVPD basis set, the Open Molecules 2025 dataset).

Last column: Mulliken charge in e.
Cartesian coordinates (Å):
C  0.0293  -0.4850  -1.7863  -0.810
C  0.4518  -0.0659  -0.5521  0.012
C  -0.4183  0.2827  0.5254  -0.029
C  -0.0419  0.4771  1.8084  -0.780
H  0.7627  -0.7579  -2.5347  0.267
H  -1.0330  -0.6950  -1.9636  0.233
H  1.4621  0.0115  -0.3777  0.339
H  -1.4387  0.2397  0.1951  0.263
H  1.0137  0.4539  2.1239  0.233
H  -0.7875  0.5389  2.5617  0.272

Its multiplicity is 1. The value obtained for the orbital gap is 9.64 eV.

Arrangement b

# C4H6

A single C4H6 molecule (ωB97M-V with the def2-TZVPD basis set, the Open Molecules 2025 dataset).

Last column: Mulliken charge in e.
Cartesian coordinates (Å):
C  -1.8390  -0.5925  -0.0945  -0.321
C  1.4070  -0.3877  -0.2015  -0.736
C  -0.2446  -0.4602  0.2204  -0.166
C  -1.1760  0.6702  -0.0595  -0.263
H  1.6219  0.3626  0.5941  0.238
H  1.6601  -1.4260  -0.0090  0.298
H  -0.1619  -0.7013  1.3609  0.200
H  1.2524  0.1020  -1.1922  0.260
H  -1.0589  0.8752  -1.1260  0.206
H  -1.4610  1.5577  0.5074  0.283

Its multiplicity is 1. The value obtained for the orbital gap is 8.74 eV.

Most stable to least stable: arrangement a, arrangement b